[1]
A structure of composition C33H31BrIrN7O5PS2 in a non-equilibrium geometry. Source: OMol25; level of theory: the ωB97M-V functional and the def2-TZVPD basis.

Structure (ORCA input):
```
! RIJCOSX wB97M-V def2-TZVPD def2/J DEFGRID3
* xyz 1 5
Ir 0.05 -0.72 -0.78
N 1.18 -2.86 -0.10
C 0.75 -3.42 1.16
C 1.30 -4.61 1.62
C 0.89 -5.15 2.83
C -0.08 -4.50 3.58
C -0.63 -3.31 3.13
C -0.22 -2.75 1.92
P -0.90 -1.17 1.32
C -0.37 0.03 2.59
C -1.12 1.14 2.95
C -0.60 2.10 3.81
C 0.68 1.95 4.32
C 1.44 0.84 3.97
C 0.92 -0.11 3.12
C -2.70 -1.28 1.46
C -3.38 -1.15 2.68
C -4.75 -1.30 2.72
C -5.47 -1.57 1.56
C -4.80 -1.71 0.35
C -3.42 -1.56 0.30
H 0.87 -3.43 -0.89
H 2.20 -2.80 -0.17
H 2.05 -5.11 1.03
H 1.32 -6.07 3.18
H -0.41 -4.92 4.52
H -1.38 -2.81 3.72
H -2.13 1.26 2.56
H -1.20 2.95 4.09
H 1.08 2.70 5.00
H 2.43 0.71 4.39
H 1.50 -1.00 2.89
H -2.84 -0.91 3.59
H -5.27 -1.19 3.67
H -6.54 -1.69 1.60
H -5.35 -1.93 -0.55
H -2.89 -1.69 -0.63
C 5.11 1.06 0.59
C 4.54 0.47 -0.65
N 5.20 0.09 -1.69
N 4.26 -0.44 -2.53
C 3.02 -0.42 -2.04
S 1.60 -1.04 -2.74
N 3.19 0.20 -0.83
N 2.13 0.50 0.03
H 6.19 1.03 0.52
H 4.79 0.48 1.47
H 4.80 2.10 0.71
H 4.53 -0.82 -3.43
H 2.01 1.52 0.09
H 2.34 0.15 0.96
Br -4.80 -3.14 -6.47
C -3.92 -1.64 -5.72
C -4.08 -0.39 -6.31
N -3.49 0.70 -5.83
C -2.73 0.58 -4.75
C -2.53 -0.63 -4.10
C -3.14 -1.78 -4.60
C -1.69 -0.71 -2.88
O -1.49 -1.81 -2.31
O -1.17 0.35 -2.41
H -4.70 -0.27 -7.19
H -2.26 1.48 -4.38
H -2.99 -2.73 -4.12
N -1.14 2.12 -0.25
C -0.06 2.88 -0.46
C 0.51 2.94 -1.76
C 1.66 3.64 -1.97
C 2.27 4.31 -0.88
C 1.74 4.22 0.43
C 0.58 3.53 0.64
S 3.82 5.09 -1.13
O 4.39 3.69 -0.88
O 4.07 6.00 -0.06
O 3.93 5.51 -2.49
H -1.65 2.20 0.62
H -1.58 1.70 -1.06
H 0.02 2.42 -2.58
H 2.11 3.70 -2.95
H 2.25 4.72 1.24
H 0.15 3.47 1.63
*
```

Calculated values
M = 972.9 g/mol
Electronic energy = -5851.4334 hartree
Frontier orbital gap (spin up / spin down) = 7.7246 / 6.0051 eV
HOMO (spin up / spin down) = -10.3 / -11.4 eV

---

[2]
The molecule C3H6N4 in a non-equilibrium geometry. Source: OMol25; level of theory: the ωB97M-V functional and the def2-TZVPD basis.

Structure (ORCA input):
```
! RIJCOSX wB97M-V def2-TZVPD def2/J DEFGRID3
* xyz 0 1
C -0.87 1.25 0.54
N -0.22 0.20 -0.26
C -0.49 -0.29 -1.75
N 0.37 -1.22 -1.99
N 1.04 -1.56 -0.91
C 0.76 -0.72 0.06
N 1.26 -0.73 1.31
H -1.96 0.95 0.35
H -0.67 1.30 1.65
H -0.69 2.22 -0.09
H -1.12 0.25 -2.53
H 1.75 -1.48 1.66
H 0.85 -0.16 1.97
*
```

Calculated values
M = 98.1 g/mol
Electronic energy = -336.8731 hartree
Frontier orbital gap = 9.0430 eV
HOMO = -8.4 eV
Energy relative to the best compared isomer or geometry (same formula, charge and spin) = 47.81 kcal per mole
SMILES string = Cn1cnnc1N

---

[3]
A cluster of 4 separate species, C33H29FN4O6S in total in a non-equilibrium geometry. Source: OMol25; level of theory: the ωB97M-V functional and the def2-TZVPD basis.

Structure (ORCA input):
```
! RIJCOSX wB97M-V def2-TZVPD def2/J DEFGRID3
* xyz 0 1
C 4.83 0.61 -0.95
C 4.47 -0.66 -1.83
C 3.15 -1.36 -1.36
F 3.17 -2.70 -1.82
C 1.86 -0.67 -1.90
C 1.43 0.67 -1.52
C 0.15 1.28 -2.06
C -0.71 0.52 -2.98
C -0.22 -0.84 -3.34
C 1.01 -1.42 -2.83
S -1.33 -1.76 -4.46
C -2.96 -1.29 -3.76
C -4.05 -2.25 -3.62
C -5.32 -1.84 -3.02
C -5.43 -0.46 -2.57
C -4.34 0.52 -2.72
C -3.06 0.12 -3.33
N -1.95 1.05 -3.49
H 4.29 1.52 -1.30
H 4.61 0.34 0.12
H 5.94 0.75 -1.03
H 4.45 -0.41 -2.93
H 5.32 -1.39 -1.70
H 3.13 -1.40 -0.23
H 2.04 1.28 -0.82
H -0.16 2.32 -1.78
H 1.24 -2.46 -3.16
H -3.88 -3.29 -3.99
H -6.12 -2.60 -2.91
H -6.36 -0.09 -2.07
H -4.47 1.58 -2.38
H -2.17 1.93 -3.01
O -0.72 3.38 0.64
N 0.49 3.51 0.68
O 1.24 3.36 -0.28
C 1.10 3.88 1.96
C 0.30 4.02 3.08
C 0.88 4.35 4.30
C 2.26 4.52 4.38
C 3.05 4.38 3.25
C 2.48 4.06 2.03
H -0.77 3.89 3.02
H 0.26 4.46 5.18
H 2.71 4.77 5.34
H 4.13 4.53 3.33
H 3.11 3.95 1.16
O 6.11 5.27 4.80
N 5.94 4.38 5.62
O 5.05 4.37 6.45
C 6.88 3.26 5.60
C 7.93 3.25 4.70
C 8.83 2.20 4.71
C 8.67 1.16 5.61
C 7.61 1.16 6.51
C 6.71 2.22 6.51
H 8.06 4.06 3.99
H 9.66 2.19 4.01
H 9.38 0.33 5.62
H 7.49 0.35 7.21
H 5.89 2.21 7.21
O -5.73 -5.88 -3.31
N -6.68 -5.31 -3.82
O -6.59 -4.50 -4.72
C -8.02 -5.62 -3.30
C -8.15 -6.52 -2.25
C -9.42 -6.79 -1.75
C -10.53 -6.17 -2.31
C -10.39 -5.29 -3.37
C -9.13 -5.01 -3.87
H -7.29 -7.00 -1.81
H -9.54 -7.48 -0.92
H -11.52 -6.39 -1.91
H -11.26 -4.81 -3.80
H -9.02 -4.31 -4.69
*
```

Calculated values
M = 628.7 g/mol
Electronic energy = -2443.0802 hartree
Frontier orbital gap = 6.4586 eV
HOMO = -7.4 eV
SMILES string = CC[C@H](F)c1ccc2c(c1)Sc1ccccc1N2.O=[N+]([O-])c1ccccc1.O=[N+]([O-])c1ccccc1.O=[N+]([O-])c1ccccc1

---

[4]
The molecule C23H23N5O4S in a non-equilibrium geometry. Source: OMol25; level of theory: the ωB97M-V functional and the def2-TZVPD basis.

Structure (ORCA input):
```
! RIJCOSX wB97M-V def2-TZVPD def2/J DEFGRID3
* xyz 0 1
C -6.05 -0.93 -0.82
O -4.99 -1.36 0.00
C -3.71 -1.32 -0.50
C -3.39 -0.78 -1.74
C -2.09 -0.69 -2.18
C -1.05 -1.18 -1.40
C 0.33 -1.07 -1.83
N 1.25 -1.60 -1.14
N 2.52 -1.62 -1.47
C 3.46 -1.02 -0.87
S 5.14 -1.35 -1.23
C 5.71 -0.13 -0.01
C 4.49 0.43 0.69
O 4.53 1.20 1.62
N 3.34 -0.07 0.15
C 2.07 0.37 0.56
C 1.37 -0.03 1.66
C 1.74 -1.02 2.70
N 0.18 0.62 1.68
C -0.69 0.72 2.82
N 0.14 1.50 0.62
C -1.00 2.21 0.22
C -0.83 3.45 -0.38
C -1.94 4.16 -0.81
C -3.21 3.65 -0.63
C -3.38 2.42 -0.03
C -2.28 1.69 0.39
C 1.30 1.36 -0.15
O 1.52 1.95 -1.19
C -1.36 -1.75 -0.16
C -2.67 -1.81 0.30
O -2.80 -2.30 1.58
C -3.98 -2.98 1.95
H -6.11 -1.52 -1.74
H -6.95 -1.09 -0.23
H -5.96 0.13 -1.07
H -4.18 -0.39 -2.38
H -1.88 -0.25 -3.14
H 0.53 -0.46 -2.72
H 6.24 0.68 -0.52
H 6.38 -0.60 0.70
H 2.57 -1.63 2.35
H 2.06 -0.51 3.61
H 0.90 -1.66 2.95
H -1.25 1.65 2.77
H -1.40 -0.12 2.84
H -0.11 0.71 3.74
H 0.16 3.84 -0.53
H -1.80 5.12 -1.28
H -4.07 4.21 -0.96
H -4.37 2.01 0.12
H -2.42 0.71 0.82
H -0.57 -2.13 0.46
H -4.80 -2.29 2.14
H -3.73 -3.51 2.87
H -4.28 -3.71 1.19
*
```

Calculated values
M = 465.5 g/mol
Electronic energy = -1863.1199 hartree
Frontier orbital gap = 8.3399 eV
HOMO = -7.8 eV
Energy relative to the best compared isomer or geometry (same formula, charge and spin) = 96.72 kcal per mole
SMILES string = COc1ccc(/C=N/N=C2/SCC(=O)N2c2c(C)n(C)n(-c3ccccc3)c2=O)cc1OC